(1)
The following is a DFT calculation (ωB97M-V/def2-TZVPD) of a cluster of 6 separate species, C3H16O6 in total in a non-equilibrium geometry.

XYZ file:
```
25
Properties=species:S:1:pos:R:3:forces:R:3
C 2.677872 0.736831 -0.370785 0.933 0.037 -0.494
C 1.496172 0.765569 -0.961988 -0.898 0.394 -0.464
C 1.257808 1.052009 -2.409631 -0.188 -0.008 -1.000
O 0.324090 0.617210 -0.273360 0.716 -0.454 0.938
H 3.548927 0.916057 -0.987725 -0.068 -0.153 -0.097
H 2.920231 0.572863 0.661050 -0.348 -0.004 0.138
H 0.693004 0.289976 -2.953111 0.177 -0.567 0.591
H 0.542977 1.869322 -2.513551 0.440 0.442 0.156
H 2.130506 1.213633 -3.041025 0.246 0.277 0.493
H -0.403148 1.008462 -0.751000 -0.421 0.042 -0.547
O -0.353150 -1.168547 3.752495 -0.066 1.051 -0.634
H 0.483136 -0.706503 3.534961 0.291 -0.628 0.271
H -0.911861 -0.411934 3.515210 -0.476 -0.268 0.419
O 1.943605 0.042215 2.760549 0.074 -0.226 -0.100
H 2.290393 0.907344 2.528175 -0.106 0.158 0.142
H 1.819650 -0.393192 1.907073 -0.068 0.029 0.070
O -1.638981 1.160539 -2.800329 0.557 0.881 -0.003
H -2.302258 0.634127 -2.374257 -0.711 -0.723 0.203
H -1.513984 0.883074 -3.709845 -0.295 -0.250 0.065
O -2.204372 -2.324608 1.536676 -1.490 1.301 -0.117
H -1.755402 -1.769813 2.181403 0.646 -0.572 0.258
H -1.708310 -3.082005 1.308025 1.182 -1.022 0.071
O -3.073533 -0.537621 -0.301226 1.923 0.234 0.564
H -2.495527 -1.141038 0.248808 -0.562 0.819 -0.467
H -3.767857 -1.133965 -0.486592 -1.488 -0.791 -0.456
```
Positions in Å, forces in eV/Å.

Results
**Spin multiplicity**: 1
**Energy above the lowest of the compared OMol25 structures with the same formula, charge and spin**: 0.726 eV

Atom-resolved charges from Mulliken, all expressed in e: number 1, C, carries -1.184; number 2, C, carries 1.248; number 3, C, carries -1.097; number 4, O, carries -0.445; number 5, H, carries 0.224; number 6, H, carries 0.040; number 7, H, carries 0.282; number 8, H, carries 0.333; number 9, H, carries 0.308; number 10, H, carries 0.261; number 11, O, carries -0.684; number 12, H, carries 0.374; number 13, H, carries 0.323; number 14, O, carries -0.716; number 15, H, carries 0.358; number 16, H, carries 0.359; number 17, O, carries -0.619; number 18, H, carries 0.320; number 19, H, carries 0.298; number 20, O, carries -0.680; number 21, H, carries 0.343; number 22, H, carries 0.292; number 23, O, carries -0.645; number 24, H, carries 0.419; number 25, H, carries 0.287

(2)
The following is a DFT calculation (ωB97M-V/def2-TZVPD) of an isolated molecule of C10H17P in a non-equilibrium geometry.

XYZ file:
```
28
Properties=species:S:1:pos:R:3:forces:R:3
C -4.137404 -0.207601 1.042470 0.853 -0.106 0.155
C -3.534018 -0.348522 -0.130565 4.039 2.109 2.806
C -4.267010 -0.409062 -1.360374 2.157 1.377 -2.929
C -1.776785 -0.078098 -0.118075 -3.206 -2.986 -1.421
P -0.840933 0.711329 1.034735 0.068 -0.964 -1.989
C 0.711890 0.435460 -0.022462 -1.258 2.828 0.556
C 0.816325 1.442104 -1.209841 -0.933 -1.306 2.336
C 1.701807 -0.330704 0.349371 1.416 -0.575 0.255
C 1.534951 -1.376099 1.384938 2.455 0.186 2.196
C 3.115797 -0.232636 -0.192684 -0.348 -1.461 -0.843
C 3.821881 0.850274 0.552636 1.354 -0.533 -0.517
H -5.186783 0.019280 1.151547 -0.233 -0.435 0.006
H -3.506789 -0.287927 1.909975 -0.165 0.346 0.528
H -4.418152 -1.452946 -1.516509 -0.490 -0.732 -0.862
H -5.198520 0.152123 -1.289598 0.031 -0.131 -0.284
H -3.518194 0.023960 -2.184535 -2.133 -0.949 1.225
H -1.291136 -0.732246 -0.981062 -0.942 1.752 1.695
H 0.978713 0.726172 -1.954203 0.254 -0.322 -2.079
H -0.130308 1.957568 -1.305200 0.035 0.126 -0.372
H 1.626684 2.115723 -1.097742 0.790 0.668 -0.029
H 0.521881 -1.492991 1.606537 -1.561 -0.556 0.479
H 1.961510 -2.253217 0.928390 -0.154 -0.827 0.110
H 2.115982 -1.280026 2.438571 -1.079 0.243 -2.427
H 3.178918 -0.065994 -1.313642 -0.121 -0.318 1.256
H 3.668694 -1.200177 0.088016 -0.824 1.184 -0.813
H 4.867150 0.714588 0.269639 0.277 0.414 0.658
H 3.633395 0.760646 1.595294 0.318 -0.333 1.042
H 3.550466 1.839019 0.324368 -0.601 1.300 -0.736
```
Positions in Å, forces in eV/Å.

Results
**Spin multiplicity**: 1
**Energy above the lowest of the compared OMol25 structures with the same formula, charge and spin**: 2.888 eV

Atom-resolved charges from Mulliken, all expressed in e: number 1, C, carries -1.096; number 2, C, carries 0.870; number 3, C, carries -1.055; number 4, C, carries -0.280; number 5, P, carries -0.230; number 6, C, carries -0.340; number 7, C, carries -1.524; number 8, C, carries 1.243; number 9, C, carries -1.598; number 10, C, carries -0.447; number 11, C, carries -1.220; number 12, H, carries 0.292; number 13, H, carries 0.304; number 14, H, carries 0.278; number 15, H, carries 0.375; number 16, H, carries 0.249; number 17, H, carries 0.239; number 18, H, carries 0.410; number 19, H, carries 0.444; number 20, H, carries 0.338; number 21, H, carries 0.512; number 22, H, carries 0.388; number 23, H, carries 0.190; number 24, H, carries 0.312; number 25, H, carries 0.309; number 26, H, carries 0.348; number 27, H, carries 0.362; number 28, H, carries 0.326

(3)
The following is a DFT calculation (ωB97M-V/def2-TZVPD) of a structure of composition C43H66CsN4P4Si in a non-equilibrium geometry.

XYZ file:
```
119
Properties=species:S:1:pos:R:3:forces:R:3
Cs 0.203521 -1.017185 -1.640350 -0.450 -0.095 0.478
C 3.963762 -1.073348 0.861536 0.009 0.027 -0.026
C 3.221244 -2.318046 1.349330 -0.030 0.024 0.040
C 3.416144 -3.405057 0.286717 0.007 -0.034 -0.005
P 1.396560 -1.915644 1.505926 0.111 -0.197 0.265
C 0.715950 -3.251132 2.629729 -0.070 0.028 0.050
C 0.872969 -4.657526 2.052564 -0.020 -0.016 -0.024
C 1.189894 -3.230059 4.079062 -0.022 -0.001 -0.005
C 1.389406 -0.445008 2.622739 0.023 -0.015 -0.080
C 2.410114 -0.239479 3.553140 0.008 0.019 0.036
C 2.472636 0.921033 4.306872 0.027 -0.029 0.009
C 1.500258 1.895935 4.128183 0.005 0.046 -0.001
C 0.457052 1.675666 3.243423 -0.019 0.100 0.042
C 0.350884 0.502675 2.487751 -0.052 -0.157 0.009
Si -1.102866 0.076057 1.287236 0.044 0.257 0.220
C -2.120117 -1.091255 2.444406 -0.037 0.071 -0.080
C -1.934273 -1.151997 3.832017 0.029 -0.002 0.082
C -2.525196 -2.127479 4.617250 0.018 0.002 0.021
C -3.340738 -3.083553 4.025750 0.000 -0.027 0.010
C -3.564101 -3.033223 2.659693 -0.046 -0.041 0.023
C -2.968840 -2.054515 1.859677 -0.030 -0.029 -0.077
P -3.209922 -1.979830 0.030816 -0.027 -0.147 0.029
C -3.422415 -3.757410 -0.541026 0.019 0.010 0.018
C -2.208944 -4.562248 -0.077203 0.028 0.008 0.007
C -4.719592 -4.538365 -0.333692 0.000 0.000 -0.010
C -4.931642 -1.284182 -0.161774 -0.049 0.047 -0.010
C -4.849571 0.228546 -0.379055 -0.003 0.020 -0.014
C -5.934716 -1.588375 0.947176 -0.021 0.002 -0.009
C -2.111789 1.730089 1.387576 0.098 -0.029 -0.050
C -2.903034 2.067975 2.489780 -0.092 -0.001 0.066
C -3.584646 3.271601 2.571617 -0.022 -0.023 0.043
C -3.484191 4.189781 1.535900 0.005 0.029 -0.040
C -2.714992 3.879902 0.425701 -0.049 0.041 -0.002
C -2.039334 2.659583 0.329465 -0.002 -0.065 -0.059
P -1.042276 2.187077 -1.150070 0.008 0.257 0.001
C 0.217908 3.554159 -1.298344 0.002 0.000 0.039
C 1.155246 3.404386 -0.096994 0.027 -0.004 0.003
C -0.214767 5.010731 -1.446976 0.008 -0.001 -0.016
C -2.167564 2.358944 -2.640181 -0.038 -0.041 0.047
C -1.289512 2.482381 -3.887365 0.017 0.001 -0.007
C -3.317931 3.360896 -2.668020 0.007 -0.001 -0.025
H 5.009271 -1.313165 0.646980 0.007 -0.008 -0.010
H 3.939103 -0.246474 1.567945 -0.004 0.002 0.006
H 3.510000 -0.722674 -0.071411 -0.002 0.000 -0.002
H 3.643010 -2.666208 2.299188 0.018 0.040 -0.004
H 2.998336 -3.079703 -0.670275 -0.003 0.002 -0.005
H 2.952895 -4.354348 0.542798 -0.002 0.006 0.006
H 4.483735 -3.584971 0.131225 0.002 -0.002 0.000
H -0.354310 -3.018765 2.626934 0.011 0.021 0.005
H 1.882987 -5.039439 2.215633 0.007 0.001 -0.001
H 0.662374 -4.698442 0.982571 -0.010 0.009 -0.001
H 0.182600 -5.340138 2.554873 0.001 -0.011 0.010
H 2.255219 -3.467351 4.152984 0.022 0.017 -0.001
H 0.644019 -3.981583 4.657381 0.010 -0.027 -0.004
H 1.020592 -2.262832 4.549144 -0.011 0.002 0.002
H 3.177561 -0.993167 3.688899 0.024 0.009 -0.014
H 3.277275 1.066925 5.017757 0.009 0.005 -0.007
H 1.550663 2.823319 4.688165 -0.011 -0.007 0.015
H -0.309589 2.436758 3.141880 -0.002 -0.001 0.012
H -1.280680 -0.424777 4.303450 -0.002 0.006 0.011
H -2.344585 -2.150343 5.686375 0.002 0.000 0.000
H -3.801120 -3.861975 4.623019 -0.003 0.004 -0.001
H -4.209361 -3.777687 2.215352 -0.007 0.012 0.007
H -3.314760 -3.619816 -1.624740 -0.022 -0.004 0.018
H -2.261110 -4.775568 0.992057 -0.003 -0.002 0.005
H -1.279936 -4.013211 -0.251160 0.002 0.001 -0.004
H -2.144277 -5.513171 -0.611818 -0.005 -0.010 -0.003
H -4.895651 -4.797733 0.709845 -0.002 -0.006 0.004
H -4.666880 -5.479511 -0.889665 -0.002 -0.005 -0.009
H -5.590690 -3.993576 -0.698470 -0.002 0.013 0.004
H -5.284302 -1.740089 -1.096241 0.031 0.006 0.001
H -4.612377 0.743726 0.553929 0.031 0.007 0.015
H -5.804764 0.616828 -0.743974 -0.016 0.009 0.024
H -4.072117 0.491179 -1.097448 -0.005 -0.001 -0.025
H -5.596721 -1.158105 1.891346 0.004 0.000 0.008
H -6.085116 -2.655938 1.103736 0.015 -0.008 0.007
H -6.905098 -1.143195 0.706712 -0.012 0.001 -0.008
H -2.984011 1.362482 3.310893 0.005 0.003 0.010
H -4.188388 3.498171 3.443561 -0.002 -0.002 0.001
H -4.006383 5.137992 1.587613 0.003 0.002 -0.001
H -2.656025 4.596569 -0.381057 -0.009 0.002 -0.004
H 0.778508 3.269956 -2.197616 -0.010 -0.008 0.015
H 0.630488 3.643281 0.831143 -0.003 0.007 0.009
H 2.009852 4.080780 -0.185742 0.004 0.015 0.006
H 1.534886 2.384677 -0.000317 -0.014 -0.005 0.008
H -0.615682 5.394817 -0.508199 -0.020 -0.001 0.002
H -0.965480 5.150132 -2.225287 -0.003 -0.002 -0.011
H 0.649504 5.629336 -1.707714 0.014 0.004 0.014
H -2.623844 1.361369 -2.676747 0.006 0.013 0.027
H -0.882665 3.491676 -3.983251 0.009 0.008 0.005
H -1.871588 2.271791 -4.787206 -0.008 0.012 -0.005
H -0.448893 1.783454 -3.869199 -0.002 -0.019 -0.005
H -2.964832 4.392987 -2.708086 0.007 0.009 0.021
H -3.967357 3.255280 -1.799917 -0.006 -0.005 0.000
H -3.925667 3.190907 -3.562059 0.005 0.006 -0.017
N 0.918466 -1.948232 -4.099115 0.251 -0.256 -0.800
C 1.763721 -1.182302 -4.343528 -0.036 -0.367 -0.720
C 6.256131 1.271906 -2.777153 -0.024 0.044 0.014
N 5.757396 0.391720 -3.826168 0.120 -0.050 0.023
C 5.345372 1.206419 -4.964336 0.023 -0.006 -0.061
N 4.394452 2.264673 -4.637999 -0.003 0.120 -0.047
C 4.950117 3.072781 -3.560495 0.020 -0.013 0.043
N 5.310182 2.307224 -2.371808 0.025 -0.035 -0.086
C 4.107821 1.684848 -1.790365 -0.077 0.045 0.151
P 3.123576 0.484851 -2.884892 0.481 0.752 0.826
C 4.659521 -0.451919 -3.347722 -0.102 -0.135 -0.281
C 3.085210 1.717235 -4.275622 -0.072 -0.243 -0.281
H 7.163203 1.761614 -3.146296 -0.017 0.011 0.011
H 6.515592 0.667719 -1.904247 0.004 0.006 -0.004
H 4.905692 0.556923 -5.724006 0.000 0.003 0.006
H 6.241727 1.679860 -5.378543 -0.018 -0.012 -0.003
H 4.221252 3.838425 -3.281964 0.009 -0.002 -0.002
H 5.851687 3.567863 -3.935890 -0.003 -0.009 0.019
H 3.430268 2.485922 -1.478566 0.012 0.005 0.000
H 4.409969 1.166097 -0.875403 -0.009 0.003 -0.001
H 4.409124 -1.183815 -4.117217 -0.034 0.012 0.035
H 4.996717 -0.998617 -2.461099 -0.005 0.001 -0.011
H 2.434675 2.544533 -3.972769 -0.007 -0.017 -0.008
H 2.638933 1.241333 -5.150566 -0.007 -0.010 0.038
```
Positions in Å, forces in eV/Å.

Results
**Spin multiplicity**: 1
**Energy above the lowest of the compared OMol25 structures with the same formula, charge and spin**: 0.297 eV
**Net charge**: -1

Results of the Mulliken charge analysis, in e, for atoms 1 through 99: number 1, Cs, carries 1.999; number 2, C, carries -1.565; number 3, C, carries 0.412; number 4, C, carries -1.623; number 5, P, carries 0.580; number 6, C, carries 2.717; number 7, C, carries -2.186; number 8, C, carries -1.787; number 9, C, carries -0.214; number 10, C, carries 0.062; number 11, C, carries -0.845; number 12, C, carries -1.074; number 13, C, carries -0.037; number 14, C, carries 0.898; number 15, Si, carries -1.440; number 16, C, carries -0.370; number 17, C, carries 0.511; number 18, C, carries -1.009; number 19, C, carries -1.069; number 20, C, carries -0.280; number 21, C, carries 0.527; number 22, P, carries 0.718; number 23, C, carries 0.571; number 24, C, carries -1.402; number 25, C, carries -1.565; number 26, C, carries 0.358; number 27, C, carries -1.354; number 28, C, carries -1.730; number 29, C, carries 0.559; number 30, C, carries -0.153; number 31, C, carries -0.946; number 32, C, carries -1.108; number 33, C, carries -0.734; number 34, C, carries 0.019; number 35, P, carries 0.529; number 36, C, carries 1.543; number 37, C, carries -1.849; number 38, C, carries -1.767; number 39, C, carries 1.118; number 40, C, carries -1.514; number 41, C, carries -1.589; number 42, H, carries 0.726; number 43, H, carries 0.353; number 44, H, carries 0.005; number 45, H, carries 0.471; number 46, H, carries 0.256; number 47, H, carries 0.331; number 48, H, carries 0.479; number 49, H, carries -1.830; number 50, H, carries 0.480; number 51, H, carries 0.471; number 52, H, carries 0.414; number 53, H, carries 0.282; number 54, H, carries 0.470; number 55, H, carries 0.349; number 56, H, carries 0.377; number 57, H, carries 0.370; number 58, H, carries 0.401; number 59, H, carries 0.331; number 60, H, carries 0.462; number 61, H, carries 0.403; number 62, H, carries 0.382; number 63, H, carries -0.007; number 64, H, carries 0.451; number 65, H, carries 0.244; number 66, H, carries 0.129; number 67, H, carries 0.534; number 68, H, carries 0.245; number 69, H, carries 0.480; number 70, H, carries 0.317; number 71, H, carries 0.631; number 72, H, carries 0.230; number 73, H, carries 0.560; number 74, H, carries -0.013; number 75, H, carries 0.250; number 76, H, carries 0.330; number 77, H, carries 0.512; number 78, H, carries 0.286; number 79, H, carries 0.375; number 80, H, carries 0.363; number 81, H, carries 0.417; number 82, H, carries -0.476; number 83, H, carries 0.491; number 84, H, carries 0.608; number 85, H, carries 0.207; number 86, H, carries 0.327; number 87, H, carries 0.324; number 88, H, carries 0.461; number 89, H, carries 0.088; number 90, H, carries 0.236; number 91, H, carries 0.500; number 92, H, carries 0.352; number 93, H, carries 0.177; number 94, H, carries 0.335; number 95, H, carries 0.487; number 96, N, carries -0.802; number 97, C, carries -0.053; number 98, C, carries -0.982; number 99, N, carries 0.073

no.,HOMO-LUMO gap (eV),LUMO (eV)
1,9.7,0.6
2,8.8,0.2
3,5.0,2.0